Run w
This record from the OMol25 dataset describes one molecule with the formula C5H10N2Si. The level of theory is the ωB97M-V functional and the def2-TZVPD basis.

The geometry in XYZ format:
```
18
Properties=species:S:1:pos:R:3:lowdin_charge:R:1
Si 0.56 0.50 0.84 0.519
N -2.79 -1.61 -0.73 -0.032
N -0.69 -0.21 -0.21 -0.087
C 1.00 2.38 0.33 -0.237
C 2.28 -0.23 0.70 -0.244
C -3.07 -1.43 0.43 0.180
C -1.86 -1.64 -1.62 -0.192
C -0.70 -0.96 -1.26 -0.273
H 0.14 -1.01 -2.00 0.120
H 2.16 -1.31 0.99 0.034
H 0.14 3.09 0.37 0.005
H 1.43 2.40 -0.82 0.078
H -2.13 -2.22 -2.49 0.103
H 0.00 0.35 2.10 -0.051
H 2.76 -0.04 -0.26 0.024
H -3.80 -1.14 1.13 0.055
H 2.89 0.22 1.48 0.017
H 1.69 2.86 1.00 -0.019
```

Results
Multiplicity   1
Highest occupied orbital energy (spin up / spin down)   -7.818 / -7.818 eV
E_LUMO (spin up / spin down)   0.29 / 0.29 eV
Molar mass   126.23 g mol⁻¹


Run x
This record from the OMol25 dataset describes one molecule with the formula C5H10N2Si. The level of theory is the ωB97M-V functional and the def2-TZVPD basis.

The geometry in XYZ format:
```
18
Properties=species:S:1:pos:R:3:lowdin_charge:R:1
Si -0.34 0.43 -0.34 0.685
N 1.32 0.45 0.25 -0.171
N 3.07 0.43 1.62 0.053
C -1.61 0.57 1.31 -0.173
C 1.78 0.43 1.53 -0.239
C 3.52 0.45 0.33 -0.162
C 2.46 0.46 -0.52 -0.140
C -0.72 -1.24 -1.16 -0.208
H 4.56 0.45 0.10 0.092
H 2.40 0.46 -1.59 0.101
H -1.60 -0.37 1.86 0.009
H -1.30 1.37 1.97 0.000
H 1.11 0.42 2.37 0.107
H -2.61 0.77 0.96 0.000
H -1.79 -1.39 -1.22 0.020
H -0.32 -1.31 -2.17 0.017
H -0.30 -2.06 -0.58 0.031
H -0.48 1.60 -1.21 -0.021
```

Results
Multiplicity   1
Highest occupied orbital energy   -8.856 eV
E_LUMO   0.80 eV
Molar mass   126.23 g mol⁻¹


What should be chosen as the least stable of them? Choose run w.


Run w
This record from the OMol25 dataset describes an isolated ion of composition C3H8NS2 and charge +1. The level of theory is the ωB97M-V functional and the def2-TZVPD basis.

The geometry in XYZ format:
```
14
Properties=species:S:1:pos:R:3:lowdin_charge:R:1
S 1.91 -1.03 0.82 0.859
S -0.40 2.81 -1.31 0.704
N -0.22 0.62 0.16 -0.077
C 0.21 -0.78 0.54 -0.617
C 0.29 1.09 -1.19 -0.487
C -0.77 -1.78 1.07 0.102
H 1.43 1.16 -1.03 0.105
H -0.16 0.49 -2.06 0.131
H -0.05 1.17 1.00 0.171
H -1.82 -1.72 0.94 0.055
H -1.29 0.70 0.08 0.190
H 2.06 -2.31 0.69 -0.118
H 0.40 3.23 -2.42 -0.051
H -0.44 -2.71 1.37 0.031
```

Results
Multiplicity   1
Highest occupied orbital energy   -13.205 eV
E_LUMO   -4.09 eV
Total charge   +1
Molar mass   122.24 g mol⁻¹


Run x
This record from the OMol25 dataset describes a 2-piece molecular cluster, C3H8NS2 overall. The level of theory is the ωB97M-V functional and the def2-TZVPD basis.

The geometry in XYZ format:
```
14
Properties=species:S:1:pos:R:3:lowdin_charge:R:1
S -0.35 0.75 2.59 0.865
S -2.27 -0.68 0.66 0.706
N -0.16 -0.17 -1.68 0.222
C 0.92 0.28 1.47 -0.467
C -1.61 -0.50 2.49 -0.741
C 1.57 -0.21 0.61 -0.005
H 0.64 0.34 -1.20 0.117
H 2.26 -0.81 0.02 0.071
H -0.88 -0.17 -0.99 -0.060
H -0.67 -0.13 -2.59 0.168
H -2.97 -1.71 0.85 -0.191
H -1.34 -1.58 2.79 0.077
H 0.31 -1.16 -1.51 0.190
H -2.44 -0.20 3.15 0.048
```

Results
Multiplicity   1
Highest occupied orbital energy   -13.116 eV
E_LUMO   -3.72 eV
Total charge   +1
Molar mass   122.24 g mol⁻¹


What should be chosen as the least stable of them? Choose run x.


Run w
This record from the OMol25 dataset describes one molecule with the formula C5H4N2O. The level of theory is the ωB97M-V functional and the def2-TZVPD basis.

The geometry in XYZ format:
```
12
Properties=species:S:1:pos:R:3:lowdin_charge:R:1
O 0.46 1.01 -0.91 -0.084
N 2.05 -2.72 0.57 0.195
N -2.08 -1.05 1.28 0.174
C 1.27 -1.94 0.50 -0.327
C -0.98 -1.14 0.92 -0.190
C 0.23 -1.14 0.27 -0.218
C -0.71 1.72 -0.25 0.000
C 0.86 -0.20 -0.58 -0.062
H -0.53 2.03 0.82 0.109
H -0.64 2.81 -0.71 0.117
H -1.60 1.10 -0.68 0.128
H 1.67 -0.48 -1.24 0.158
```

Results
Multiplicity   1
Highest occupied orbital energy   -9.529 eV
E_LUMO   -0.33 eV
Molar mass   108.10 g mol⁻¹


Run x
This record from the OMol25 dataset describes one molecule with the formula C5H4N2O. The level of theory is the ωB97M-V functional and the def2-TZVPD basis.

The geometry in XYZ format:
```
12
Properties=species:S:1:pos:R:3:lowdin_charge:R:1
O 1.34 1.97 0.64 0.115
N -0.93 -1.43 -1.09 0.016
N -1.53 -1.15 0.03 -0.008
C 0.60 1.14 0.32 -0.459
C -1.15 -0.43 1.22 -0.091
C 0.13 -0.58 -1.66 -0.092
C -0.13 0.44 1.38 0.009
C 0.88 0.40 -1.02 0.038
H 0.37 0.62 2.41 0.152
H 0.16 -0.70 -2.77 0.105
H -1.60 -0.95 2.04 0.091
H 1.87 0.68 -1.51 0.124
```

Results
Multiplicity   1
Highest occupied orbital energy   -9.220 eV
E_LUMO   -1.23 eV
Molar mass   108.10 g mol⁻¹


Run y
This record from the OMol25 dataset describes one molecule with the formula C5H4N2O. The level of theory is the ωB97M-V functional and the def2-TZVPD basis.

The geometry in XYZ format:
```
12
Properties=species:S:1:pos:R:3:lowdin_charge:R:1
O -0.45 2.44 0.00 0.066
N -3.57 0.11 -0.02 0.166
N 1.21 0.79 -0.01 0.081
C -0.09 1.26 0.00 -0.433
C -2.39 0.06 -0.01 -0.149
C 1.25 -0.67 -0.03 -0.175
C -0.19 -1.04 0.00 0.030
C -0.98 0.07 -0.01 -0.146
H 1.86 -1.20 -0.80 0.136
H 1.71 -1.06 0.89 0.131
H -0.42 -2.11 0.08 0.133
H 2.06 1.36 -0.09 0.161
```

Results
Multiplicity   1
Highest occupied orbital energy   -10.233 eV
E_LUMO   -0.28 eV
Molar mass   108.10 g mol⁻¹


What should be chosen as the least stable of them? Choose run x.